72
Properties=species:S:1:pos:R:3:lowdin_charge:R:1 method="wB97M-V/def2-TZVPD" spin_multiplicity=5 charge=-1 s2=6.03 homo_lumo_gap_ev="4.448 / 5.476" homo_ha="-0.087 / -0.188" e_tot_ha=-4006.885944
Ir 0.472 0.358 0.089 1.29
C 0.587 -4.710 4.309 -0.10
C -0.318 -3.929 5.040 -0.10
C -0.737 -2.696 4.571 -0.02
C -0.236 -2.255 3.353 -0.11
C -0.389 -1.007 2.636 -0.29
N 0.372 -1.067 1.491 -0.04
C 1.062 -2.257 1.461 -0.31
N 1.983 -2.632 0.590 0.18
C 2.376 -1.892 -0.443 -0.28
C 3.494 -2.229 -1.294 -0.12
C 4.390 -3.289 -1.270 -0.03
C 5.379 -3.331 -2.237 -0.10
C 5.466 -2.334 -3.219 -0.10
C 4.574 -1.277 -3.251 -0.03
C 3.583 -1.220 -2.277 -0.11
C 2.514 -0.284 -2.012 -0.27
N 2.233 0.779 -2.747 0.17
C 1.360 1.719 -2.409 -0.28
N 0.765 1.878 -1.181 -0.06
C -0.034 2.995 -1.195 -0.30
N -0.736 3.484 -0.176 0.18
C -0.959 2.843 0.957 -0.28
N -0.693 1.521 1.228 -0.05
C -1.131 1.208 2.487 -0.28
N -1.069 0.031 3.100 0.18
C -1.711 2.395 3.077 -0.11
C -2.256 2.644 4.329 -0.02
C -2.677 3.931 4.613 -0.10
C -2.568 4.953 3.661 -0.10
C -2.034 4.711 2.407 -0.02
C -1.597 3.424 2.120 -0.11
C 0.060 3.607 -2.498 -0.11
C -0.544 4.730 -3.051 -0.03
C -0.257 5.045 -4.367 -0.10
C 0.618 4.253 -5.124 -0.10
C 1.218 3.129 -4.584 -0.03
C 0.935 2.804 -3.263 -0.11
N 1.823 -0.724 -0.902 -0.04
C 0.674 -3.039 2.618 -0.12
C 1.091 -4.275 3.095 -0.02
H 0.899 -5.667 4.708 0.09
H -0.683 -4.298 5.991 0.09
H -1.433 -2.079 5.126 0.11
H 4.303 -4.057 -0.512 0.11
H 6.095 -4.143 -2.244 0.09
H 6.247 -2.400 -3.968 0.09
H 4.631 -0.514 -4.017 0.11
H -2.347 1.846 5.056 0.11
H -3.097 4.164 5.584 0.09
H -2.912 5.948 3.917 0.09
H -1.963 5.493 1.662 0.11
H -1.228 5.327 -2.460 0.11
H -0.716 5.910 -4.829 0.09
H 0.820 4.529 -6.152 0.09
H 1.883 2.512 -5.175 0.11
H 1.792 -4.876 2.530 0.11
C -1.336 -3.204 -0.726 -0.21
Ge -2.337 -1.520 -0.949 0.72
C -3.376 -1.462 -2.640 -0.24
C -3.686 -1.388 0.501 -0.22
C -1.142 -0.023 -1.019 -0.30
H -1.957 -4.089 -0.869 0.01
H -0.922 -3.231 0.283 -0.01
H -0.506 -3.234 -1.433 0.02
H -4.153 -2.229 -2.651 0.01
H -2.734 -1.602 -3.511 0.01
H -3.856 -0.486 -2.734 0.01
H -4.493 -2.104 0.331 0.01
H -4.108 -0.383 0.530 0.01
H -3.229 -1.591 1.471 0.00
H -1.541 0.857 -1.531 -0.02



108
Properties=species:S:1:pos:R:3:lowdin_charge:R:1 method="wB97M-V/def2-TZVPD" charge=0 de_lowest_kcal_mol=73.9 smiles=Fc1ccccc1.Fc1ccccc1.Fc1ccccc1.c1ccncc1.c1ccncc1.c1ccncc1.c1ccncc1.c1ccncc1.c1ccncc1.CO homo_lumo_gap_ev=9.319 homo_ha=-0.332 e_tot_ha=-2599.764575
F -2.980 -2.960 -0.906 0.02
C -4.125 -3.058 -0.180 -0.24
C -4.006 -3.217 1.212 -0.03
C -5.103 -3.470 2.021 -0.07
C -6.372 -3.587 1.390 -0.10
C -6.496 -3.435 0.027 -0.10
C -5.397 -3.206 -0.830 0.01
H -3.016 -3.046 1.608 0.11
H -5.072 -3.397 3.098 0.10
H -7.223 -3.815 2.014 0.10
H -7.454 -3.563 -0.454 0.10
H -5.590 -3.148 -1.891 0.11
F 6.080 6.192 -1.123 0.04
C 5.949 5.001 -1.808 -0.26
C 5.027 4.066 -1.488 -0.03
C 4.852 2.868 -2.157 -0.07
C 5.630 2.750 -3.287 -0.11
C 6.567 3.687 -3.621 -0.10
C 6.697 4.834 -2.929 -0.03
H 4.412 4.269 -0.623 0.10
H 4.101 2.145 -1.874 0.09
H 5.342 1.921 -3.917 0.11
H 7.121 3.590 -4.544 0.11
H 7.475 5.514 -3.245 0.13
F -5.222 1.563 -2.744 0.05
C -5.119 1.167 -1.456 -0.28
C -3.870 1.281 -0.793 0.00
C -3.770 1.000 0.576 -0.08
C -4.905 0.523 1.248 -0.08
C -6.127 0.341 0.558 -0.07
C -6.195 0.622 -0.823 -0.03
H -2.945 1.585 -1.258 0.10
H -2.883 1.146 1.175 0.07
H -4.819 0.225 2.282 0.08
H -7.014 0.131 1.137 0.10
H -7.188 0.629 -1.247 0.11
C -1.969 -3.729 -3.526 -0.11
C -2.283 -3.088 -4.714 -0.06
C -2.804 -3.911 -5.783 -0.14
N -3.010 -5.232 -5.648 0.04
C -2.502 -5.793 -4.540 -0.16
C -1.934 -5.134 -3.421 -0.04
H -1.565 -3.079 -2.764 0.07
H -2.270 -2.056 -5.032 0.09
H -3.124 -3.393 -6.675 0.09
H -2.423 -6.870 -4.540 0.09
H -1.691 -5.655 -2.507 0.09
C -2.300 -1.021 5.431 -0.11
C -1.301 -0.314 4.810 -0.07
C -1.638 0.845 4.124 -0.14
N -2.884 1.363 4.137 0.07
C -3.806 0.712 4.875 -0.15
C -3.560 -0.521 5.517 -0.08
H -2.105 -1.960 5.928 0.11
H -0.277 -0.649 4.739 0.10
H -0.911 1.316 3.478 0.07
H -4.804 1.121 4.932 0.10
H -4.363 -0.970 6.082 0.10
C 0.685 -3.977 1.470 -0.09
C 0.276 -5.274 1.384 -0.08
C 0.438 -5.954 0.118 -0.12
N 0.968 -5.328 -0.973 0.05
C 1.288 -3.988 -0.867 -0.14
C 1.159 -3.262 0.318 -0.06
H 0.619 -3.426 2.396 0.10
H -0.003 -5.844 2.258 0.10
H 0.179 -7.001 0.080 0.09
H 1.880 -3.562 -1.663 0.08
H 1.454 -2.225 0.392 0.08
C 2.579 4.326 2.642 -0.06
C 2.733 5.520 1.958 -0.09
C 3.958 6.120 1.628 -0.13
N 5.114 5.495 1.993 0.04
C 5.049 4.421 2.844 -0.13
C 3.830 3.794 3.097 -0.07
H 1.659 3.778 2.784 0.08
H 1.846 6.017 1.592 0.08
H 4.083 6.947 0.945 0.10
H 6.060 4.141 3.101 0.10
H 3.651 2.752 3.319 0.09
C 6.256 -0.185 -1.169 -0.08
C 6.865 -0.422 -2.393 -0.09
C 6.296 -1.298 -3.342 -0.11
N 5.058 -1.911 -3.164 0.05
C 4.388 -1.610 -2.025 -0.14
C 4.969 -0.760 -1.019 -0.07
H 6.724 0.376 -0.374 0.11
H 7.860 -0.009 -2.470 0.10
H 6.771 -1.543 -4.280 0.09
H 3.387 -2.015 -1.992 0.07
H 4.504 -0.647 -0.051 0.09
C 1.116 0.635 -1.116 -0.04
C 1.205 1.619 -0.146 -0.06
C 0.390 1.567 0.962 -0.16
N -0.533 0.652 1.063 0.08
C -0.742 -0.227 0.027 -0.16
C 0.027 -0.260 -1.032 -0.10
H 1.865 0.465 -1.875 0.10
H 1.976 2.368 -0.250 0.09
H 0.311 2.336 1.716 0.08
H -1.505 -0.991 0.019 0.10
H -0.096 -1.039 -1.771 0.11
C -1.397 5.167 2.040 -0.16
O -1.675 4.861 3.411 -0.12
H -0.421 5.648 1.960 0.05
H -1.239 4.326 1.366 0.06
H -2.147 5.820 1.595 0.08
H -2.555 4.477 3.442 0.07



56
Properties=species:S:1:pos:R:3:lowdin_charge:R:1 method="wB97M-V/def2-TZVPD" spin_multiplicity=2 charge=+1 de_lowest_kcal_mol=11.7 s2=0.75 homo_lumo_gap_ev="6.914 / 6.933" homo_ha="-0.386 / -0.386" e_tot_ha=-7027.545704
Ce 0.680 0.070 -0.017 1.45
Se -1.473 8.335 -0.058 1.18
N 0.094 7.495 -0.041 -0.21
C -0.174 6.216 -0.025 -0.34
C 0.854 5.178 -0.023 -0.07
C 2.204 5.522 -0.042 0.03
C 3.141 4.521 -0.041 -0.01
C 2.693 3.208 -0.024 -0.14
N 1.411 2.847 -0.005 0.04
C 0.483 3.831 -0.003 -0.13
C -0.948 3.453 0.023 -0.13
N -1.255 2.138 0.050 0.06
C -2.545 1.811 0.084 -0.08
C -3.587 2.731 0.089 0.00
C -3.277 4.066 0.059 0.03
C -1.934 4.439 0.025 -0.07
C -1.554 5.850 -0.003 -0.34
N -2.419 6.830 0.001 -0.21
H 2.478 6.568 -0.057 0.13
H 4.202 4.727 -0.054 0.12
H 3.423 2.419 -0.026 -0.01
H -2.769 0.757 0.112 0.10
H -4.608 2.380 0.119 0.12
H -4.037 4.837 0.060 0.13
Br 3.845 0.093 0.017 0.91
C 4.204 -1.789 0.017 -0.54
C 5.521 -2.129 0.048 -0.12
C 5.854 -3.499 0.051 -0.06
C 4.857 -4.427 0.020 -0.02
C 3.492 -4.047 -0.013 -0.16
C 2.482 -5.039 -0.047 -0.02
C 1.175 -4.674 -0.080 -0.06
C 0.824 -3.303 -0.078 -0.12
C 1.729 -2.261 -0.046 -0.23
C 3.108 -2.676 -0.015 -0.24
H 6.293 -1.374 0.071 0.10
H 6.893 -3.796 0.076 0.11
H 5.094 -5.484 0.021 0.12
H 2.775 -6.083 -0.046 0.12
H 0.397 -5.427 -0.107 0.11
H -0.239 -3.105 -0.108 0.07
O -1.500 -1.092 -2.217 0.10
C -1.896 -1.433 -1.119 -0.45
N -1.316 -0.943 0.031 -0.17
C -1.833 -1.540 1.164 -0.44
O -1.383 -1.306 2.267 0.11
C -2.929 -2.454 0.704 -0.08
C -3.787 -3.270 1.409 0.02
C -4.700 -4.026 0.675 -0.05
C -4.736 -3.962 -0.715 -0.05
C -3.862 -3.138 -1.422 0.01
C -2.967 -2.389 -0.689 -0.08
H -3.750 -3.322 2.489 0.13
H -5.391 -4.678 1.193 0.11
H -5.454 -4.566 -1.253 0.11
H -3.882 -3.091 -2.502 0.13



21
Properties=species:S:1:pos:R:3:lowdin_charge:R:1 method="wB97M-V/def2-TZVPD" charge=0 de_lowest_kcal_mol=229.4 homo_lumo_gap_ev="8.398 / 6.513" homo_ha="-0.323 / -0.282" e_tot_ha=-946.624214
C 0.918 2.384 1.219 0.12
C 0.098 2.083 0.385 -0.13
C -1.859 -1.246 1.160 0.02
C -0.714 -0.843 0.344 -0.70
C 1.982 -0.712 -0.442 -0.38
C -1.009 1.490 -0.367 -0.21
N -1.516 -2.042 0.143 0.10
N -0.629 0.109 -0.685 -0.03
N -3.887 -0.060 0.177 -0.31
O -4.529 0.698 0.866 -0.01
O -3.946 -0.260 -1.015 -0.01
S 0.988 -1.305 0.976 0.87
H 1.750 2.612 1.797 0.02
H -2.432 -1.238 2.003 0.09
H 1.868 -1.280 -1.243 -0.03
H 2.981 -0.852 -0.068 0.02
H 1.781 0.376 -0.759 0.07
H -1.266 2.153 -1.159 0.11
H -2.022 1.663 0.125 0.13
H -1.203 -2.994 0.286 0.13
H -1.113 -0.282 -1.500 0.14



14
Properties=species:S:1:pos:R:3:lowdin_charge:R:1 method="wB97M-V/def2-TZVPD" charge=0 de_lowest_kcal_mol=71.7 smiles="CC1C=CC=C1" homo_lumo_gap_ev=9.364 homo_ha=-0.315 e_tot_ha=-233.272791
C 1.048 -1.435 0.819 -0.09
C 0.307 -0.165 0.656 -0.51
C 0.827 0.462 -0.588 -0.11
C -0.163 1.065 -1.221 -0.11
C -1.324 0.589 -0.553 -0.13
C -1.100 -0.025 0.658 -0.07
H 0.798 -2.133 0.012 0.09
H 2.119 -1.230 0.447 0.12
H 0.764 -1.953 1.624 0.03
H 0.795 0.343 1.600 0.20
H 1.943 0.661 -0.709 0.14
H -0.234 1.595 -2.281 0.15
H -2.468 0.591 -0.797 0.13
H -1.289 -0.815 1.486 0.16



12
Properties=species:S:1:pos:R:3:lowdin_charge:R:1 method="wB97M-V/def2-TZVPD" charge=0 de_lowest_kcal_mol=81.7 homo_lumo_gap_ev=10.241 homo_ha=-0.346 e_tot_ha=-360.539198
N 0.388 1.310 0.900 0.10
C 0.156 0.223 0.058 -0.34
C -1.349 -0.027 -0.608 0.06
C -0.644 -1.014 0.191 -0.24
O 0.270 -1.810 -0.575 0.09
C 1.105 -0.716 -0.678 -0.40
O 2.229 -0.710 -1.091 0.15
H 0.817 2.096 0.420 0.10
H 0.951 1.033 1.688 0.09
H -2.140 0.486 -0.072 0.11
H -0.806 0.491 -1.391 0.12
H -0.977 -1.362 1.159 0.17



67
Properties=species:S:1:pos:R:3:lowdin_charge:R:1 method="wB97M-V/def2-TZVPD" charge=-1 homo_lumo_gap_ev="3.848 / 3.861" homo_ha="-0.150 / -0.150" e_tot_ha=-3209.214929
Au -0.063 -0.643 1.426 0.99
I -2.220 -2.760 -2.817 0.87
C -2.809 -0.969 -1.875 -0.62
C -3.997 -0.336 -2.191 -0.22
C -4.355 0.815 -1.534 -0.65
I -6.264 1.645 -1.927 0.86
C -3.517 1.384 -0.561 -0.21
C -3.732 2.612 0.091 -0.04
C -2.823 3.076 1.002 -0.04
C -1.703 2.292 1.311 -0.14
N -1.489 1.139 0.735 0.05
C -2.327 0.688 -0.211 -0.16
C -1.962 -0.542 -0.853 -0.47
O -0.927 -1.208 -0.517 -0.26
H -4.638 -0.765 -2.945 0.08
H -4.606 3.196 -0.159 0.06
H -2.971 4.027 1.487 0.11
H -0.951 2.627 2.008 0.10
F -0.510 3.178 -1.516 0.09
C -0.057 2.606 -2.649 -0.15
C -0.640 2.963 -3.839 -0.15
F -1.625 3.879 -3.819 0.09
C -0.231 2.408 -5.076 -0.05
C 0.801 1.440 -4.980 -0.15
C 1.346 1.049 -3.781 -0.15
F 2.322 0.120 -3.778 0.09
C 0.955 1.631 -2.560 -0.07
C 1.473 1.196 -1.296 -0.16
C 1.489 2.061 -0.191 -0.22
N 1.572 2.786 0.698 0.18
C 1.874 -0.088 -1.087 0.05
N 2.064 -1.050 -0.402 0.14
F 1.260 0.865 -6.106 0.09
C -0.798 2.801 -6.310 -0.22
C -1.907 3.644 -6.438 -0.26
N -2.823 4.308 -6.650 0.12
C -0.298 2.391 -7.550 -0.27
N 0.095 2.143 -8.604 0.12
C 3.370 -2.100 2.038 -0.04
C 2.603 -2.950 1.026 -0.59
C 3.588 -3.581 0.026 -0.04
C 1.854 -4.075 1.743 -0.04
C 1.611 -2.101 0.262 -0.14
H 4.051 -2.723 2.612 0.09
H 2.684 -1.621 2.729 0.05
H 3.939 -1.322 1.536 0.09
H 4.261 -4.253 0.553 0.09
H 4.185 -2.815 -0.463 0.08
H 3.050 -4.146 -0.733 0.09
H 2.562 -4.728 2.252 0.09
H 1.287 -4.673 1.029 0.09
H 1.171 -3.672 2.485 0.05
H 0.833 -2.656 -0.253 0.12
Cl -1.405 -2.408 3.356 0.70
C 0.028 -2.284 4.336 -0.63
C 0.422 -3.365 5.098 -0.12
C 1.598 -3.291 5.830 -0.09
C 2.363 -2.135 5.791 -0.09
C 1.963 -1.068 5.016 -0.07
C 0.785 -1.108 4.257 -0.37
C 0.388 -0.009 3.387 -0.25
H -0.170 -4.269 5.110 0.10
H 1.920 -4.137 6.417 0.10
H 3.270 -2.071 6.374 0.10
H 2.552 -0.164 4.990 0.11
H 1.107 0.805 3.417 0.05
H -0.595 0.373 3.657 0.05



13
Properties=species:S:1:pos:R:3:lowdin_charge:R:1 method="wB97M-V/def2-TZVPD" charge=0 de_lowest_kcal_mol=36.8 smiles=Cc1cc(N)on1 homo_lumo_gap_ev=9.454 homo_ha=-0.315 e_tot_ha=-340.736271
C -2.304 0.202 -0.043 -0.03
C -0.848 -0.087 -0.228 -0.37
C 0.254 0.481 0.470 0.01
C 1.328 -0.146 -0.090 -0.40
N 2.687 -0.030 0.070 0.14
O 0.925 -1.009 -1.026 0.00
N -0.470 -0.971 -1.115 0.10
H -2.900 -0.484 -0.649 0.08
H -2.585 0.083 1.008 0.08
H -2.544 1.229 -0.339 0.08
H 0.242 1.234 1.245 0.11
H 2.993 0.313 0.968 0.10
H 3.223 -0.815 -0.271 0.10



13
Properties=species:S:1:pos:R:3:lowdin_charge:R:1 method="wB97M-V/def2-TZVPD" charge=0 de_lowest_kcal_mol=57.7 homo_lumo_gap_ev=9.761 homo_ha=-0.324 e_tot_ha=-534.437772
N -2.095 2.446 1.205 -0.01
H -1.979 3.449 0.882 0.04
H -4.564 -7.177 -1.225 0.00
H -1.167 2.018 1.426 0.02
H -2.447 2.470 2.115 -0.04
C 0.397 0.406 -0.892 -0.52
C 0.162 -0.988 -0.779 -0.47
S 1.625 -0.391 0.217 0.72
H -4.979 -7.017 -0.580 0.00
H 0.711 0.622 -1.849 0.04
H -0.011 1.294 -0.547 0.03
H 0.491 -1.639 -1.734 0.12
H -0.743 -1.400 -0.371 0.06



54
Properties=species:S:1:pos:R:3:lowdin_charge:R:1 method="wB97M-V/def2-TZVPD" spin_multiplicity=5 charge=0 de_lowest_kcal_mol=44.8 s2=6.04 homo_lumo_gap_ev="6.689 / 5.334" homo_ha="-0.223 / -0.282" e_tot_ha=-1431.372370
C 0.623 1.704 1.758 -0.18
C -0.532 2.261 1.134 -0.13
C -1.601 1.362 1.263 -0.09
H -0.587 3.252 0.686 0.10
C -1.163 0.206 1.931 -0.11
C 0.206 0.435 2.377 -0.30
H -1.775 -0.654 2.195 0.11
C 2.168 0.354 -0.988 -0.25
C 1.440 1.564 -1.325 -0.12
C 0.382 1.231 -2.188 -0.06
H 1.741 2.567 -1.009 0.11
C 0.296 -0.177 -2.316 -0.19
C 1.385 -0.753 -1.574 -0.16
H -2.639 1.553 0.977 0.11
H 0.739 -0.060 3.188 0.11
H 1.587 2.177 1.942 0.11
H 1.755 -1.774 -1.699 0.11
H -0.236 1.953 -2.735 0.11
H 3.205 0.261 -0.664 0.11
Rh 0.934 -0.207 0.592 1.13
C -0.617 -0.941 -3.268 -0.49
C 0.268 -1.445 -4.427 -0.03
C -1.706 -0.024 -3.832 -0.05
H 0.748 -0.596 -4.946 0.10
H -0.325 -1.999 -5.169 0.09
H 1.061 -2.110 -4.055 0.09
H -1.296 0.814 -4.402 0.09
H -2.317 0.370 -3.014 0.09
H -2.357 -0.598 -4.499 0.09
C -1.321 -2.139 -2.575 -0.04
C -2.416 -1.790 -1.569 -0.44
H -0.568 -2.725 -2.014 0.12
H -1.739 -2.808 -3.355 0.13
O -2.251 -0.874 -0.758 0.05
N -3.591 -2.495 -1.552 0.06
C -4.386 -2.495 -0.311 -0.12
H -3.675 -3.309 -2.150 0.14
C -4.868 -1.093 -0.005 -0.24
C -4.952 -0.627 1.310 -0.05
H -4.566 -1.274 2.121 0.12
C -5.484 0.647 1.564 -0.09
H -5.556 0.999 2.595 0.10
C -5.927 1.452 0.501 -0.10
H -6.363 2.438 0.709 0.10
C -5.813 0.990 -0.821 -0.08
H -6.128 1.611 -1.660 0.10
C -5.280 -0.281 -1.070 -0.05
H -5.164 -0.655 -2.103 0.12
H -3.779 -2.884 0.525 0.13
H -5.253 -3.160 -0.457 0.13
F 0.108 -2.598 1.979 0.02
C 1.072 -2.230 1.078 -0.59
F 2.279 -2.586 1.608 0.02
F 0.878 -3.039 -0.029 -0.01



9
Properties=species:S:1:pos:R:3:lowdin_charge:R:1 method="wB97M-V/def2-TZVPD" charge=-1 de_lowest_kcal_mol=84.3 smiles="C[S@](=N)(=O)[O-]" homo_lumo_gap_ev=7.898 homo_ha=-0.131 e_tot_ha=-643.898502
C 0.538 0.166 -0.283 -0.21
S 0.092 -0.864 1.194 0.46
N -1.497 -1.563 0.793 -0.28
O 0.028 0.049 2.331 -0.45
O 1.322 -1.690 1.245 -0.47
H -0.104 0.687 -1.035 0.05
H 1.159 0.915 0.212 0.02
H 1.215 -0.676 -0.640 0.04
H -1.359 -1.964 -0.072 -0.16